16
Properties=species:S:1:pos:R:3:nbo_charge:R:1 method="wB97M-V/def2-TZVPD" energy_ha=-748.095169 gap_ev=7.82 e_above_lowest_kcal_mol=6.74 lumo_ev=-0.17
C -1.35696 -1.69564 0.66196 -0.63
C -1.45801 -0.56601 -0.32878 0.15
F -2.79020 -0.30820 -0.53784 -0.36
C -0.76585 0.71420 0.04220 0.28
N -1.55182 1.76198 0.33633 -0.75
C 0.64208 0.87759 0.07162 -0.40
C 1.53030 -0.21518 -0.20629 -0.25
S 3.19194 -0.15151 -0.04519 -0.10
H -1.91751 -2.54456 0.23079 0.23
H -0.36861 -2.06783 0.78236 0.23
H -1.70668 -1.40709 1.67752 0.22
H -0.99792 -0.91425 -1.27587 0.19
H -2.53683 1.72105 0.17709 0.41
H -1.15440 2.69227 0.29865 0.40
H 1.04219 1.78183 0.41754 0.22
H 0.99382 -1.08717 -0.54306 0.17

=====

173
Properties=species:S:1:pos:R:3:mulliken_charge:R:1 method="wB97M-V/def2-TZVPD" energy_ha=-4287.130121 gap_ev=8.98 lumo_ev=0.26
C -0.68247 6.35458 -3.28213 -1.54
C -1.73081 5.54208 -2.50365 -0.53
C -1.15876 4.32942 -1.71356 0.94
P -0.28073 5.10565 -0.24587 0.72
O -0.11272 6.55798 -0.39053 -0.76
O -0.92825 4.78484 1.18659 -0.60
O 1.11192 4.32508 -0.18732 -0.58
O -0.03131 3.92918 -2.52156 -0.17
C -0.35799 2.82177 -3.35505 -0.42
B -1.17472 3.09595 -4.73445 0.54
O -0.57895 2.95840 -5.96245 -0.56
O -2.52331 3.44744 -4.71260 0.03
P 1.31530 2.05786 -3.64251 -0.16
O 1.87613 3.10345 -4.76088 -0.40
I 0.71474 -0.01500 -4.85375 -0.28
C -1.24305 1.96724 -2.40853 -1.71
N -0.39579 1.08569 -1.61682 0.09
C -2.04863 3.02587 -1.53194 4.19
C -1.99038 2.45581 -0.08120 -2.86
C -2.65918 1.09982 0.29812 0.96
C -3.12723 0.09255 -0.74811 -1.49
C -3.84997 1.34640 1.24690 -1.86
C -3.57965 2.99626 -1.86003 -1.92
C -4.28655 4.25246 -2.37289 0.14
C -5.87406 4.37226 -1.98142 -1.23
O -4.57302 5.12332 -1.40182 -0.49
H 0.25697 6.47219 -2.75780 0.32
H -0.54802 5.96979 -4.29099 0.28
H -1.09059 7.36079 -3.39263 0.47
H -2.35248 5.11512 -3.27516 -0.28
H -2.31322 6.20403 -1.86999 0.73
H -1.78599 5.22274 1.27125 0.36
H 1.52363 4.43205 0.68271 0.34
H -0.99892 2.24273 -6.46057 0.04
H -3.10024 2.67206 -4.69990 0.11
H 2.79659 3.30142 -4.54980 0.34
H -1.88276 1.29956 -2.98438 0.92
H -0.11703 0.25364 -2.10802 0.11
H 0.35809 1.54407 -1.12861 0.25
H -0.96302 2.46974 0.26799 0.30
H -2.48855 3.20754 0.53047 0.83
H -1.95049 0.56136 0.92865 0.60
H -2.32736 -0.34567 -1.33503 -0.13
H -3.88125 0.47845 -1.43287 0.11
H -3.60181 -0.73498 -0.22562 0.69
H -3.59497 2.05554 2.03232 0.37
H -4.15182 0.40152 1.69656 0.52
H -4.72199 1.72604 0.70883 0.30
H -4.09666 2.87920 -0.91346 0.52
H -3.84924 2.20312 -2.55130 0.33
H -4.08656 4.58202 -3.37708 0.69
H -6.52286 4.61105 -1.14132 0.45
H -5.81996 3.28827 -1.68991 0.27
C -0.80889 -5.07915 -1.75355 -1.24
C -0.49937 -3.63339 -2.13106 -0.41
C -0.06312 -2.76179 -0.94899 -0.12
C -1.11862 -2.58883 0.04540 0.33
N -1.95221 -2.43831 0.81981 -0.51
H -1.65079 -5.13859 -1.05962 0.28
H -1.06668 -5.64874 -2.64114 0.40
H 0.05212 -5.55205 -1.28854 0.35
H -1.36978 -3.17802 -2.60977 0.29
H 0.30821 -3.62090 -2.86592 0.36
H 0.22588 -1.77127 -1.30450 -0.24
H 0.81402 -3.18980 -0.45984 0.48
C -1.81354 -9.38813 0.99147 -0.89
C -2.57994 -9.59596 -0.30934 -0.26
C -1.65141 -9.89974 -1.48941 -0.60
C -0.74101 -8.80161 -1.81345 0.36
N -0.02992 -7.93754 -2.07247 -0.53
H -1.16275 -8.52273 0.92504 0.11
H -2.50022 -9.22151 1.81991 0.26
H -1.20264 -10.26309 1.23282 0.37
H -3.18979 -8.71323 -0.50663 0.20
H -3.27090 -10.43572 -0.20605 0.37
H -2.23822 -10.12147 -2.38272 0.35
H -1.05060 -10.78712 -1.27673 0.31
C 2.27420 8.13315 1.88220 -1.06
C 3.72212 8.43364 1.52326 0.07
C 4.47609 7.19262 1.03201 -0.45
C 4.59352 6.17630 2.07560 0.23
N 4.69447 5.38069 2.89759 -0.45
H 2.20865 7.42399 2.71069 0.29
H 1.76260 9.04456 2.18838 0.41
H 1.73740 7.71319 1.02828 0.19
H 4.23281 8.86172 2.38595 -0.16
H 3.75383 9.18452 0.73222 0.39
H 5.48262 7.46337 0.70777 0.32
H 3.97145 6.75755 0.16657 0.26
C 2.76809 -8.73788 5.02459 -0.97
C 2.79320 -9.28419 3.60257 -0.51
C 2.33957 -8.25393 2.56289 -0.50
C 0.94163 -7.86800 2.74311 0.32
N -0.16442 -7.58510 2.86252 -0.45
H 1.75480 -8.46408 5.32495 0.33
H 3.13356 -9.48478 5.72792 0.20
H 3.40139 -7.85725 5.12473 0.35
H 2.16363 -10.17354 3.53164 0.29
H 3.80854 -9.59527 3.35058 0.34
H 2.45163 -8.65696 1.55453 0.29
H 2.96320 -7.35995 2.61845 0.32
C -5.41479 4.66268 -6.95693 -1.28
C -4.01658 4.74577 -7.55655 -0.16
C -3.62203 3.47838 -8.32571 -0.27
C -3.54480 2.32066 -7.44278 0.19
N -3.47313 1.41006 -6.74658 -0.58
H -5.48361 3.85876 -6.22183 0.28
H -5.67179 5.59335 -6.45196 0.36
H -6.16393 4.48130 -7.72992 0.40
H -3.28768 4.93477 -6.76702 -0.03
H -3.96491 5.58779 -8.24877 0.43
H -2.64835 3.61594 -8.79929 0.29
H -4.33248 3.26723 -9.12644 0.45
C 7.38315 8.46612 4.67619 -1.00
C 7.17657 9.42738 5.84106 -0.44
C 5.71280 9.50617 6.28747 -0.44
C 4.84823 10.04505 5.23967 0.27
N 4.16846 10.44159 4.40418 -0.46
H 6.83543 8.79533 3.79142 0.23
H 8.43829 8.40680 4.41032 0.35
H 7.04331 7.46035 4.92982 0.28
H 7.52995 10.42297 5.56772 0.30
H 7.77380 9.10238 6.69445 0.31
H 5.61762 10.13849 7.17142 0.30
H 5.34942 8.51505 6.56522 0.27
C -3.84497 -6.63426 3.61150 -0.75
C -4.54645 -5.46206 2.93764 -0.34
C -5.68841 -5.90021 2.01410 -0.54
C -5.21900 -6.69920 0.88389 0.31
N -4.84988 -7.34498 0.00948 -0.52
H -3.36516 -7.28537 2.88079 -0.02
H -3.06674 -6.27876 4.28528 0.33
H -4.54978 -7.23239 4.19448 0.34
H -3.82350 -4.87447 2.37319 0.23
H -4.96697 -4.79971 3.69657 0.29
H -6.21082 -5.02713 1.61944 0.31
H -6.42335 -6.48593 2.57006 0.29
C 4.24718 2.50677 5.52763 -1.21
C 5.69507 2.80963 5.16620 -0.14
C 6.46179 1.57197 4.68966 -0.45
C 6.59350 0.55817 5.73570 0.22
N 6.69930 -0.23658 6.55717 -0.43
H 4.18204 1.80206 6.35865 0.42
H 3.73033 3.41960 5.82224 0.32
H 3.71308 2.08041 4.67643 0.29
H 6.20710 3.24623 6.02638 0.28
H 5.71524 3.55447 4.37130 0.15
H 7.46368 1.85443 4.36230 0.31
H 5.96151 1.12777 3.82716 0.29
C -0.54118 0.59755 -9.58063 -0.78
C -0.76349 -0.06578 -10.93386 -0.55
C -1.37634 0.88920 -11.96388 -0.50
C -2.71293 1.33833 -11.57749 0.33
N -3.75906 1.69637 -11.26938 -0.47
H -1.48672 0.91670 -9.13727 0.05
H -0.06911 -0.09416 -8.88342 0.34
H 0.10671 1.47182 -9.67366 0.35
H -1.40550 -0.94000 -10.81535 0.31
H 0.18810 -0.42411 -11.32945 0.33
H -1.44690 0.40286 -12.93795 0.32
H -0.73817 1.76550 -12.09265 0.28
C 2.26605 -10.61544 8.99580 -0.82
C 3.17593 -9.99268 10.04748 -0.43
C 3.20233 -8.46234 9.97795 -0.47
C 3.76463 -7.97365 8.71985 0.29
N 4.20515 -7.59018 7.73190 -0.43
H 2.61276 -10.38577 7.98735 0.07
H 2.24388 -11.69987 9.10051 0.33
H 1.24301 -10.24794 9.09423 0.31
H 4.18991 -10.38041 9.93688 0.29
H 2.83354 -10.28034 11.04289 0.31
H 3.79806 -8.05742 10.79733 0.30
H 2.19357 -8.06111 10.09113 0.28

=====

26
Properties=species:S:1:pos:R:3:nbo_charge:R:1 method="wB97M-V/def2-TZVPD" energy_ha=-1624.136307 gap_ev=10.52 lumo_ev=0.57
C 3.97455 -1.03363 0.70754 -0.25
O 3.49312 0.24444 0.35506 -0.54
C 2.39342 0.21877 -0.53714 -0.05
C 1.11216 0.64730 0.16105 -0.42
C 0.00494 0.93279 -0.85099 -0.42
C -1.34489 1.13896 -0.17402 -0.23
N -2.04622 -0.15434 0.12498 -0.94
S -2.80509 -0.87558 -1.20148 2.54
O -2.25812 -0.30190 -2.37134 -0.89
O -4.19513 -1.01310 -1.00714 -0.87
F -2.17947 -2.28303 -1.05074 -0.46
S -2.89644 -0.16850 1.56312 2.55
O -3.57436 -1.39538 1.70298 -0.87
O -2.04904 0.36626 2.55959 -0.88
F -3.96185 0.93226 1.26098 -0.47
H 3.18553 -1.65747 1.14267 0.16
H 4.38788 -1.55849 -0.16107 0.16
H 4.75931 -0.89059 1.44619 0.20
H 2.61484 0.91084 -1.35521 0.18
H 2.27352 -0.78479 -0.95934 0.17
H 0.77489 -0.14564 0.83360 0.20
H 1.33130 1.54372 0.74395 0.21
H -0.05313 0.11110 -1.56537 0.22
H 0.22608 1.82524 -1.43947 0.22
H -2.00584 1.80298 -0.72838 0.22
H -1.16195 1.58780 0.80000 0.24